(1)
22
Properties=species:S:1:pos:R:3:lowdin_charge:R:1 method="wB97M-V/def2-TZVPD" e_tot_ha=-400.61200 e_above_lowest_ev=2.2043 fmax_ev_per_a=7.33 orbital_gap_ev=8.422 total_charge=0
H 1.07208 -2.31304 0.48261 0.10
H -1.13906 0.07510 2.62789 0.10
N 0.66941 -0.61884 -0.78690 0.04
H 0.47933 -0.51267 2.13326 0.10
H -2.35239 -0.24599 -0.12327 0.10
H -0.99478 -1.32343 1.51766 0.10
H 0.72620 0.62028 -2.55708 0.10
N -0.55290 0.52591 0.63056 -0.36
H 2.27650 -1.50764 -3.46540 0.08
H 0.06669 2.45366 0.08085 0.10
C -1.91252 0.72674 0.15405 -0.06
C 1.79761 -1.37299 -2.49554 -0.20
C -0.55690 -0.34911 1.79257 -0.07
H 1.08569 1.64495 1.31251 0.10
H -1.89727 1.37348 -0.73932 0.10
C 1.21198 -1.83286 -0.48586 -0.23
C 1.03413 -0.30641 -2.07281 -0.12
H -2.55344 1.19759 0.91834 0.10
C 0.04856 1.80534 0.97302 -0.06
H 0.09408 -0.04436 -0.16602 -0.14
N 1.90431 -2.31871 -1.50396 0.02
H -0.50735 2.32294 1.77281 0.10

(2)
12
Properties=species:S:1:pos:R:3:lowdin_charge:R:1 method="wB97M-V/def2-TZVPD" e_tot_ha=-210.73299 e_above_lowest_ev=0.5473 fmax_ev_per_a=0.86 orbital_gap_ev=11.859 total_charge=+1
H 0.03790 1.90164 0.63391 0.11
O 1.25482 -0.11510 -1.83670 -0.03
H 0.94017 0.33878 -2.62686 0.08
H -1.33329 1.29717 1.53036 0.10
N -0.25884 -0.14578 0.48302 0.00
H -1.43794 1.38711 -0.26336 0.11
H 2.22320 -0.08994 -1.87896 0.08
H 0.38587 -0.29184 -0.31588 0.10
H -1.19053 -0.91419 2.09385 0.13
C -0.80001 1.21673 0.59125 0.01
H -0.13839 -2.09612 1.04197 0.13
C -0.54146 -1.11399 1.24816 0.18

(3)
18
Properties=species:S:1:pos:R:3:mulliken_spin:R:1 method="wB97M-V/def2-TZVPD" e_tot_ha=-882.84167 e_above_lowest_ev=1.6094 fmax_ev_per_a=4.76 orbital_gap_ev="6.653 / 5.789" total_charge=-1 spin_multiplicity=2
H -0.68477 0.75519 -0.21232 0.00
O -0.41205 -0.06433 -2.10377 -0.02
H 1.83516 -1.42932 1.92902 0.00
H 1.37610 -1.37771 -0.95882 0.00
O -1.55553 0.35643 -3.94768 -0.03
C 1.02018 -0.58799 -0.27617 0.00
O 1.79358 1.50315 2.18999 0.00
H -1.10481 -0.96991 -0.36775 0.00
O 0.99877 -1.06633 1.03662 0.00
O -2.63014 0.33766 -2.03244 -0.07
O 2.04169 -0.56205 3.12004 0.00
C -0.39260 -0.19398 -0.67847 -0.01
O 0.02311 0.44186 3.13683 0.00
C 1.30696 0.41552 2.58764 0.00
C -1.56775 0.18607 -2.69705 0.08
Mg -3.63760 0.65117 -3.85891 1.05
H 1.68888 0.28283 -0.37497 0.00
H -0.09916 1.32173 3.50820 0.00

(4)
41
Properties=species:S:1:pos:R:3:mulliken_spin:R:1 method="wB97M-V/def2-TZVPD" e_tot_ha=-14021.24580 fmax_ev_per_a=2.35 orbital_gap_ev="5.042 / 4.466" total_charge=-2 spin_multiplicity=3
H 4.32370 -3.88460 0.00660 0.00
S 4.16840 1.66400 0.05990 0.01
H -3.90530 2.16720 -1.87080 0.00
H -8.01260 0.23130 0.07370 0.00
C 3.15020 -0.72590 -0.02650 -0.01
Pt -0.01130 -0.05680 0.04090 0.31
C 5.56240 -2.12980 -0.00250 0.00
H -1.30720 5.06260 0.01020 0.00
H -1.90350 2.70890 0.00720 0.00
Se -0.35560 -2.44420 -0.02070 0.83
C 5.59820 -0.74640 0.00610 0.00
C 2.43730 1.39080 -0.01820 0.02
Br -5.78340 -1.18630 1.32440 0.02
C -0.51770 4.32090 0.00110 -0.01
Se -1.15260 -5.98950 -2.03090 0.02
Se 2.31250 -5.85450 -0.00730 -0.01
C -4.80710 1.74890 -1.44450 -0.07
C -7.20190 1.68570 -1.29000 -0.02
H 1.05690 5.78550 -0.00300 0.00
C -4.72050 0.73020 -0.51760 0.49
C 4.39750 -0.06520 0.00870 0.00
H 6.48760 -2.68930 -0.00240 0.00
C -0.85110 2.97200 0.00500 0.01
C 0.12340 1.97880 0.02570 0.01
N 2.07670 0.11840 -0.06990 0.04
C 0.81120 4.72990 -0.00490 0.01
C -6.04860 2.23330 -1.83110 0.02
H 2.85410 4.06170 -0.02430 0.00
C 3.15190 -2.11740 -0.01520 0.04
C 4.34550 -2.80380 -0.00240 0.00
H 2.21720 -2.65770 -0.01060 -0.03
Se -1.13540 -6.00760 2.04730 0.07
I -2.59460 -0.20680 0.14610 0.25
C 1.47060 2.42500 -0.00280 -0.02
Sb -0.06030 -5.13590 0.00770 -0.02
H -8.17210 2.05490 -1.59500 0.00
C -5.87110 0.20170 0.02170 0.00
C 1.80830 3.78220 -0.01340 -0.01
H -6.12050 3.03430 -2.55720 0.00
H 6.53170 -0.19940 0.01430 0.00
C -7.12110 0.66560 -0.35730 0.03

(5)
11
Properties=species:S:1:pos:R:3:lowdin_charge:R:1 method="wB97M-V/def2-TZVPD" e_tot_ha=-302.28889 e_above_lowest_ev=3.7938 fmax_ev_per_a=2.13 orbital_gap_ev=10.034 total_charge=0
N -1.79764 1.16709 -0.42490 0.02
H -0.08940 2.14286 -1.10870 0.12
C 0.22367 0.29538 0.15731 -0.25
N -2.00859 0.03216 0.36223 -0.04
C 1.54156 -0.20840 -0.00969 -0.10
H 3.42963 -1.42455 -0.33636 0.03
H -1.84222 -0.86790 -0.23204 0.18
H -0.74839 -1.21098 1.50941 0.13
C 2.54769 -0.84632 -0.18425 0.12
C -0.50464 1.32584 -0.52757 -0.10
C -0.75168 -0.40518 0.79456 -0.10

(6)
25
Properties=species:S:1:pos:R:3:lowdin_charge:R:1 method="wB97M-V/def2-TZVPD" e_tot_ha=-2723.63583 e_above_lowest_ev=1.8636 fmax_ev_per_a=11.07 orbital_gap_ev="4.192 / 4.106" total_charge=+2
H -1.29590 1.46550 -1.60205 0.12
H -1.30467 2.67626 2.17356 0.13
C 3.26890 0.04625 -0.06696 0.30
H 0.59177 1.63753 1.27312 0.12
C -2.18510 2.05952 0.29640 -0.12
O 3.72547 1.10223 -0.03311 0.39
H -2.21006 1.19443 2.26653 0.13
C -1.54450 1.77718 1.63461 -0.13
C 0.00762 -0.91919 -2.77356 0.02
C -0.86748 -1.69330 0.23090 -0.04
H -1.92708 3.05312 -0.04869 0.13
O -0.20454 -0.13542 -3.66297 0.20
C 1.55037 -3.68242 0.93140 -0.01
Ga 0.36227 -2.43065 -1.39211 0.69
C 2.51388 -1.93042 -1.33801 -0.23
C -0.29096 0.98713 1.28898 -0.17
H -0.07363 0.20489 2.01089 0.12
O -0.44643 0.41176 -0.03220 -0.27
H -2.31118 0.25360 -0.91875 0.12
C -1.59613 1.02965 -0.65232 -0.17
O 3.45472 -2.48929 -1.87034 0.12
H -3.25792 2.00869 0.32454 0.13
O 2.17457 -4.25881 1.67075 0.15
H 3.62105 -0.72275 -0.72163 0.09
O -1.75502 -1.64551 1.01102 0.19

Repeat the fourth record exactly.
41
Properties=species:S:1:pos:R:3:mulliken_spin:R:1 method="wB97M-V/def2-TZVPD" e_tot_ha=-14021.24580 fmax_ev_per_a=2.35 orbital_gap_ev="5.042 / 4.466" total_charge=-2 spin_multiplicity=3
H 4.32370 -3.88460 0.00660 0.00
S 4.16840 1.66400 0.05990 0.01
H -3.90530 2.16720 -1.87080 0.00
H -8.01260 0.23130 0.07370 0.00
C 3.15020 -0.72590 -0.02650 -0.01
Pt -0.01130 -0.05680 0.04090 0.31
C 5.56240 -2.12980 -0.00250 0.00
H -1.30720 5.06260 0.01020 0.00
H -1.90350 2.70890 0.00720 0.00
Se -0.35560 -2.44420 -0.02070 0.83
C 5.59820 -0.74640 0.00610 0.00
C 2.43730 1.39080 -0.01820 0.02
Br -5.78340 -1.18630 1.32440 0.02
C -0.51770 4.32090 0.00110 -0.01
Se -1.15260 -5.98950 -2.03090 0.02
Se 2.31250 -5.85450 -0.00730 -0.01
C -4.80710 1.74890 -1.44450 -0.07
C -7.20190 1.68570 -1.29000 -0.02
H 1.05690 5.78550 -0.00300 0.00
C -4.72050 0.73020 -0.51760 0.49
C 4.39750 -0.06520 0.00870 0.00
H 6.48760 -2.68930 -0.00240 0.00
C -0.85110 2.97200 0.00500 0.01
C 0.12340 1.97880 0.02570 0.01
N 2.07670 0.11840 -0.06990 0.04
C 0.81120 4.72990 -0.00490 0.01
C -6.04860 2.23330 -1.83110 0.02
H 2.85410 4.06170 -0.02430 0.00
C 3.15190 -2.11740 -0.01520 0.04
C 4.34550 -2.80380 -0.00240 0.00
H 2.21720 -2.65770 -0.01060 -0.03
Se -1.13540 -6.00760 2.04730 0.07
I -2.59460 -0.20680 0.14610 0.25
C 1.47060 2.42500 -0.00280 -0.02
Sb -0.06030 -5.13590 0.00770 -0.02
H -8.17210 2.05490 -1.59500 0.00
C -5.87110 0.20170 0.02170 0.00
C 1.80830 3.78220 -0.01340 -0.01
H -6.12050 3.03430 -2.55720 0.00
H 6.53170 -0.19940 0.01430 0.00
C -7.12110 0.66560 -0.35730 0.03